Entry 1:
DFT (the ωB97M-V functional and the def2-TZVPD basis) results for C14H18N2O4 as an isolated structure at a distorted geometry.

Structure (XYZ):
```
38
Properties=species:S:1:pos:R:3:mulliken_charge:R:1
C -2.0565 -2.4401 -0.8036 -0.5355
C -0.9427 -1.8211 -0.2009 0.2195
C -3.3107 -1.5861 -1.2528 -0.5268
C -4.0970 -1.7327 -0.0608 -0.3079
C -4.1298 -3.3073 0.3100 -0.4745
C 0.7115 -0.1411 -0.8228 -0.3535
C 1.9030 -1.1987 -0.8600 0.6284
C 0.6411 0.7599 0.3960 -0.5981
C 1.6096 1.9168 0.3260 0.7021
C 1.6103 3.0087 -0.5140 -0.4424
C 2.3819 2.0687 1.5154 -0.7013
C 2.6351 3.9786 -0.3160 -0.5684
C 3.2228 3.0384 1.7637 -0.2485
C 3.5587 4.0165 0.9007 0.5211
H -1.9779 -4.0045 0.5873 0.3568
H -1.4276 -2.7449 -1.6635 0.5202
H -3.7707 -2.0235 -2.2194 0.2903
H -2.8862 -0.5955 -1.5957 0.3084
H -5.1496 -1.0792 -0.0745 0.2595
H -3.2821 -1.4311 0.8059 0.1797
H -4.8918 -4.1352 -0.1172 0.2152
H -4.3453 -3.4769 1.4263 0.2561
H -0.7146 -1.0798 -2.1070 0.4205
H 0.9657 0.5882 -1.5581 0.6378
H 0.9612 0.2163 1.3109 0.2434
H -0.6922 0.8069 0.7879 0.1480
H 0.7393 3.2759 -1.3568 0.2190
H 2.5797 1.1331 2.1540 0.2263
H 2.7860 4.7652 -0.9878 0.4427
H 3.8230 2.9283 2.7682 0.1264
H 4.6402 5.2547 2.1587 0.4141
H 3.2951 0.0340 0.0827 0.3459
N -2.7635 -3.6974 -0.0912 -0.5046
N -0.4149 -0.8306 -1.0778 0.0048
O -0.5761 -2.2256 0.9937 -0.7169
O 1.7459 -2.2859 -1.3796 -0.5185
O 4.4369 4.9201 0.9941 -0.6390
O 3.1826 -0.8731 -0.2221 -0.5506
```

HOMO energy   -8.652 eV
Frontier orbital gap   8.355 eV
Molar mass   278.3 g mol⁻¹


Entry 2:
DFT (the ωB97M-V functional and the def2-TZVPD basis) results for a 2-piece molecular cluster, C14H18N2O7 overall at a distorted geometry.

Structure (XYZ):
```
41
Properties=species:S:1:pos:R:3:mulliken_charge:R:1
C -2.4514 3.0543 3.8615 -0.6118
C -2.1672 1.6627 4.0506 -0.2603
C -3.1587 0.4347 3.7830 -0.4679
N -3.2081 -0.0709 2.3789 0.0700
C -1.9201 0.1029 1.6444 -0.3745
C -1.7740 -0.9178 0.3811 -0.4955
O -0.5474 -1.6658 0.3996 -0.4751
C 0.6219 -0.8202 0.2407 -0.0243
C 0.7012 -0.0158 -1.1368 -0.8834
C -4.3623 0.4193 1.6349 0.3220
O -4.8137 -0.1762 0.6178 -0.5122
O -5.1221 1.5954 2.0312 -0.1812
N -4.7796 2.6759 1.2146 -0.5282
H -2.5347 3.5118 2.8196 0.2879
H -2.5469 3.7962 4.7391 0.2048
H -1.1311 1.3982 4.4852 0.3022
H -4.1969 0.7062 4.2017 0.3915
H -2.7879 -0.4400 4.4332 0.2944
H -1.7682 1.1754 1.2522 0.1638
H -1.0168 -0.1418 2.3173 0.4134
H -1.9644 -0.3611 -0.6032 0.2522
H -2.6243 -1.6953 0.4579 0.3412
H 1.5477 -1.5029 0.2872 0.2571
H 0.7556 -0.0820 1.1245 0.0807
H 0.7027 -0.7437 -2.0283 0.1884
H 1.6152 0.6846 -1.1711 0.3401
H -0.2134 0.6720 -1.3204 0.2783
H -4.0196 2.3829 0.5656 0.3143
H -4.4200 3.3926 1.8745 0.2991
C 4.8568 -2.7614 -2.9749 -0.7419
C 5.6462 -2.7980 -4.0870 0.3059
C 5.6269 -1.4957 -4.8969 0.4503
O 6.3249 -1.2946 -5.8947 -0.7397
C 4.7180 -0.4214 -4.4646 -0.8056
C 3.9201 -0.3917 -3.3610 0.5515
C 4.0208 -1.6523 -2.4936 0.5629
O 3.4347 -1.7933 -1.4122 -0.6734
O 3.1375 0.5314 -2.9867 -0.7866
O 6.3655 -3.7524 -4.4989 -0.8270
H 4.8147 -3.6357 -2.3324 0.3557
H 4.7183 0.4336 -5.1337 0.3605
```

HOMO energy   0.166 eV
Frontier orbital gap   2.077 eV
Charge   -2
Molar mass   326.3 g mol⁻¹


Entry 3:
DFT (the ωB97M-V functional and the def2-TZVPD basis) results for a single C14H18N2S molecule at a distorted geometry.

Structure (XYZ):
```
35
Properties=species:S:1:pos:R:3:mulliken_charge:R:1
C -0.3132 3.6423 -0.8869 -1.1531
N -0.5888 2.7167 0.1849 0.1175
C -0.1874 3.2248 1.5279 -0.9779
C -0.7232 1.2029 -0.0859 -0.9700
C 0.6364 0.3811 0.2350 1.2454
C 1.8416 0.9618 -0.3017 -1.4794
C 1.9282 0.9826 -1.8516 -0.4927
S 1.6032 -0.5682 -2.7820 -0.2913
C 0.7256 -1.4551 -1.5313 -0.5204
N 0.2634 -2.7452 -1.5560 0.0127
C -0.4561 -3.1446 -0.5302 -0.3565
C -1.1205 -4.2899 -0.1209 -0.6345
C -1.7003 -4.3404 1.2384 -0.5296
C -1.6468 -3.1729 2.0128 -0.5592
C -0.9079 -2.0909 1.6164 -0.4873
C -0.2759 -2.0615 0.3641 0.8876
C 0.3272 -0.9717 -0.2888 0.3059
H -0.7298 3.2796 -1.7637 0.3602
H 0.7259 3.8369 -1.0381 0.3471
H -0.6599 4.5955 -0.7138 0.4274
H -0.5097 4.2715 1.6417 0.3237
H -0.7244 2.7089 2.2819 0.3076
H 0.8439 3.0228 1.7355 0.2798
H -1.1179 1.1643 -1.0896 0.3082
H -1.6067 0.9387 0.5460 0.2869
H 0.8795 0.4902 1.3266 0.3465
H 2.6825 0.3668 -0.0248 0.5770
H 2.0638 1.9165 0.2317 0.2576
H 1.4536 1.9405 -2.2008 0.2192
H 2.9831 1.3626 -2.1116 0.4388
H 0.4765 -3.3829 -2.3264 0.1949
H -1.0379 -5.1609 -0.8641 0.2437
H -2.2042 -5.2426 1.7258 0.2964
H -2.0214 -3.0828 3.0940 0.2450
H -0.9024 -1.2975 2.3058 0.4228
```

HOMO energy   -7.179 eV
Frontier orbital gap   7.835 eV
SMILES   CN(C)C[C@@H]1CCSc2[nH]c3ccccc3c21
Molar mass   246.4 g mol⁻¹


Entry 4:
DFT (the ωB97M-V functional and the def2-TZVPD basis) results for an isolated ion of composition C14H18N4O10P and charge -1 at a distorted geometry.

Structure (XYZ):
```
47
Properties=species:S:1:pos:R:3:mulliken_charge:R:1
C -2.5386 0.5134 -2.8420 -0.8641
C -2.7548 1.6594 -1.8924 -0.3594
O -1.6005 1.8905 -1.0109 -0.3623
C -1.5595 1.0714 0.0633 0.1660
O -2.5238 0.8460 0.7812 -0.6175
C -0.1580 0.5185 0.3210 0.5177
C -0.2181 -0.7462 1.1430 2.0931
C 0.1332 -0.5340 2.6237 -1.1052
N 1.3981 0.1110 2.8864 0.9976
O 1.7813 0.1747 4.0822 -0.7629
O 2.0583 0.5947 1.9439 -0.6145
C -0.5404 -1.0912 3.6933 -0.4372
C -1.7752 -1.7472 3.5191 -1.0080
N -2.5606 -2.1424 4.6763 0.9297
O -3.7050 -2.6201 4.5676 -0.6301
O -2.0157 -1.9283 5.7861 -0.6862
C -2.1970 -2.0546 2.1995 0.9969
N -3.0795 -3.0321 1.8254 -0.4309
O -2.9255 -3.1304 0.4848 -0.2097
N -1.9215 -2.2042 -0.0403 -0.6311
C -1.4825 -1.6019 1.0651 -0.5990
P 0.9801 0.6439 -1.1513 0.9514
O 0.3343 0.5985 -2.4893 -0.9412
O 1.8915 1.9320 -0.9222 -0.3109
C 1.8041 3.1533 -1.7202 -0.1705
C 3.1493 3.8382 -1.7764 -1.3047
O 1.9971 -0.5515 -0.9085 -0.3337
C 1.8795 -1.8222 -1.6153 -0.0289
C 3.1860 -2.5458 -1.4241 -1.3319
H -3.1644 0.6391 -3.7342 0.3962
H -1.4826 0.4551 -3.1338 0.1751
H -2.8182 -0.4413 -2.3773 0.2532
H -3.6356 1.4768 -1.2648 0.3475
H -2.8517 2.6012 -2.4328 0.3246
H 0.2773 1.2997 0.9626 0.6471
H 0.5771 -1.4387 0.8053 0.1657
H -0.1585 -0.9563 4.7097 0.5696
H 1.0589 3.8083 -1.2510 0.2741
H 1.4711 2.8937 -2.7350 0.3203
H 3.0424 4.7737 -2.3327 0.3935
H 3.5244 4.0805 -0.7773 0.3056
H 3.8872 3.2160 -2.2942 0.3172
H 1.0336 -2.3798 -1.1837 0.2137
H 1.6756 -1.6413 -2.6809 0.3727
H 3.1196 -3.5290 -1.8908 0.4214
H 4.0028 -1.9934 -1.8998 0.2994
H 3.4044 -2.6578 -0.3582 0.2907
```

HOMO energy   -4.430 eV
Frontier orbital gap   6.950 eV
Charge   -1
SMILES   CCOC(=O)[C@@H]([C@H]1C(=[N+]([O-])[O-])C=C([N+](=O)[O-])c2nonc21)P(=O)(OCC)OCC
Molar mass   433.3 g mol⁻¹


Entry 5:
DFT (the ωB97M-V functional and the def2-TZVPD basis) results for a single C14H18N4O4 molecule at a distorted geometry.

Structure (XYZ):
```
40
Properties=species:S:1:pos:R:3:mulliken_charge:R:1
C 5.2288 -0.2971 2.9881 -0.9469
O 4.7745 -0.5327 1.6807 -0.4134
C 3.6974 0.1772 1.2342 1.0456
C 2.9915 1.1090 1.9746 -0.4461
C 1.9062 1.7781 1.4242 -1.0151
C 1.5240 1.5342 0.1204 -0.3818
C 0.3271 2.2326 -0.4790 -1.3413
C -0.8840 1.3855 -0.2324 0.7068
N -1.6531 1.6701 0.7658 -0.3861
N -2.7160 0.9352 1.0707 -0.7833
C -3.0062 -0.1122 0.3464 0.3684
N -4.0603 -0.8723 0.7284 -0.1239
C -4.7292 -1.8418 -0.1004 -0.8460
C -5.5588 -1.2064 -1.2283 -0.2166
O -6.1007 -2.2581 -1.9888 -0.5103
N -2.2613 -0.4703 -0.7390 0.0264
C -1.1269 0.2469 -1.1181 0.6252
O -0.4920 -0.0862 -2.0969 -0.6887
C 2.2242 0.5948 -0.6318 -0.3280
C 3.2983 -0.0904 -0.0942 0.9219
O 4.0300 -1.0323 -0.7538 -0.4337
C 3.6608 -1.3502 -2.0729 -0.8808
H 4.4657 -0.5463 3.7337 0.3648
H 6.0887 -0.9518 3.1226 0.2313
H 5.5424 0.7435 3.1262 0.3688
H 3.2741 1.3257 2.9925 0.3679
H 1.3604 2.4913 2.0223 0.3945
H 0.1780 3.2020 -0.0057 0.4496
H 0.4649 2.3502 -1.5548 0.4617
H -4.5920 -0.4488 1.4740 0.2796
H -5.3930 -2.4344 0.5307 0.3665
H -4.0047 -2.5306 -0.5438 0.2994
H -4.9166 -0.5629 -1.8482 0.2904
H -6.3509 -0.5807 -0.7929 0.2966
H -6.6541 -1.8977 -2.6892 0.3156
H -2.4965 -1.2831 -1.2974 0.2339
H 1.8997 0.4005 -1.6410 0.3948
H 4.3410 -2.1412 -2.3851 0.2297
H 2.6296 -1.7135 -2.1287 0.3556
H 3.7748 -0.4900 -2.7411 0.3472
```

HOMO energy   -7.689 eV
Frontier orbital gap   8.152 eV
SMILES   COc1ccc(Cc2nnc(NCCO)[nH]c2=O)cc1OC
Molar mass   306.3 g mol⁻¹


Entry 6:
DFT (the ωB97M-V functional and the def2-TZVPD basis) results for C14H19Br30FNO as an isolated structure.

Structure (XYZ):
```
66
Properties=species:S:1:pos:R:3:mulliken_charge:R:1
C 2.2905 3.4291 0.0969 -1.2240
C 1.5861 2.1436 -0.2580 0.3919
O 0.7036 1.6453 0.7050 0.1310
N 0.2662 2.6288 1.7018 -1.0087
C -1.0834 2.8606 1.3818 1.5294
C -1.3516 3.1325 -0.0837 -0.7642
F -1.4746 4.0286 2.0748 -0.3613
H 2.9586 3.2495 0.9260 0.2139
H 2.8974 3.7383 -0.7537 0.2729
H 1.6104 4.2316 0.3231 0.3913
H 2.3574 1.3830 -0.3845 -0.2595
H 1.1070 2.2581 -1.2414 0.2002
H -1.7516 2.0689 1.7485 -0.7987
H -1.1234 2.2911 -0.7183 0.1265
H -2.4009 3.4094 -0.1947 0.3965
H -0.7653 4.0043 -0.3323 -0.0628
C -1.8919 7.0436 -1.8932 -0.2657
Br -3.5397 6.6106 -0.9978 -0.0336
Br -0.3753 6.7850 -0.7450 0.0277
Br -1.7119 6.0740 -3.5502 -0.0189
H -1.9315 8.0927 -2.1443 0.2709
C 1.8643 -1.9354 -1.0467 -0.3516
Br 0.4726 -1.0182 -2.0033 -0.0301
Br 3.6068 -1.3911 -1.6658 0.0130
Br 1.7029 -1.6960 0.8516 0.0267
H 1.7615 -2.9908 -1.2508 0.2791
C 0.7510 9.6837 -4.9719 -0.3275
Br -0.4049 8.9358 -6.3181 -0.0063
Br -0.2096 10.8708 -3.7966 -0.0289
Br 1.6735 8.3183 -3.9867 0.0309
H 1.4948 10.2740 -5.4840 0.3234
C 6.6749 1.2098 -0.9816 -0.1284
Br 6.3700 0.2672 -2.6344 -0.0980
Br 5.3370 2.5576 -0.6987 0.0948
Br 6.7898 -0.0055 0.5083 0.0226
H 7.6310 1.7055 -1.0633 0.1014
C 9.0462 3.5562 2.0577 -0.2834
Br 9.3075 5.4649 2.0233 -0.0246
Br 7.2177 3.1030 2.4429 0.0126
Br 9.7057 2.7386 0.4428 -0.0381
H 9.6471 3.1679 2.8652 0.3373
C -4.3651 -0.7866 2.0332 -0.2185
Br -5.5984 0.1917 0.9175 -0.0527
Br -2.5857 -0.0719 1.9160 0.0518
Br -4.9972 -0.8837 3.8518 -0.0423
H -4.3424 -1.8005 1.6605 0.1841
C 0.3585 -5.8173 1.1313 0.0756
Br -1.0380 -4.8554 0.2221 0.0810
Br 2.0932 -5.3496 0.4490 -0.0595
Br 0.2668 -5.5768 3.0380 -0.0320
H 0.2096 -6.8672 0.9349 -0.0640
C -5.4476 -5.3437 3.7356 -0.2119
Br -6.6191 -4.3123 2.6153 0.0047
Br -3.6712 -4.6132 3.7600 0.0351
Br -6.1663 -5.5630 5.5097 -0.0405
H -5.3799 -6.3285 3.2959 0.2214
C -7.2392 -7.6668 0.1071 -0.3306
Br -8.4636 -6.7178 -1.0335 -0.0134
Br -5.4998 -6.8454 0.1154 0.0215
Br -7.9397 -7.8736 1.8901 -0.0289
H -7.1219 -8.6583 -0.3016 0.3450
C -0.5815 -9.7347 -1.3172 -0.3326
Br 0.5997 -8.4737 -2.1616 -0.0046
Br -1.4863 -8.9350 0.1806 -0.0236
Br -1.8268 -10.5022 -2.5676 -0.0341
H 0.0259 -10.5396 -0.9331 0.3892
```

HOMO energy   -1.883 eV
Frontier orbital gap   2.813 eV
Charge   -1
Molar mass   2633.4 g mol⁻¹


> Which value of HOMO energy does entry 4 give?

-4.430 eV


> What is the formula in the sixth record?

C14H19Br30FNO


> What is the formula in the second record?

C14H18N2O7